Entry 1:
The following is a quantum chemistry calculation of a cluster of 2 separate species, C5H11O2 in total at a distorted geometry, from the OMol25 dataset.

Structure (XYZ):
```
18
Properties=species:S:1:pos:R:3:lowdin_charge:R:1
C -0.4852 -0.5504 -1.1694 -0.184
C -0.5671 -1.3428 -2.4802 -0.190
C -0.4063 1.0626 -1.4922 -0.702
O -0.3377 1.7647 -0.4580 -0.132
O -0.5785 1.2471 -2.7008 -0.076
H -1.1810 -0.8785 -0.3755 0.082
H 0.6000 -0.7854 -0.9125 0.098
H -1.5353 -1.1299 -3.0006 0.064
H -0.3020 -2.3850 -2.5007 0.034
H -0.0491 -0.7995 -3.3142 0.066
C 0.2576 0.9496 1.7429 -0.195
C 0.9202 0.0496 2.7884 -0.202
H -0.6768 0.5035 1.3327 0.063
H -0.0500 1.8413 2.2046 0.039
H 1.0169 1.1808 0.9303 0.087
H 1.9026 0.3321 3.1435 0.030
H 0.3207 -0.0528 3.7603 0.064
H 1.1509 -1.0070 2.5016 0.054
```

E   -9458.4337 eV
HOMO   -3.777 eV
Strongest force on any atom   0.0647 hartree/bohr
Charge   -1
HOMO-LUMO gap   7.73 eV



Entry 2:
The following is a quantum chemistry calculation of a cluster of 2 separate species, C5H11O2 in total at a distorted geometry, from the OMol25 dataset.

Structure (XYZ):
```
18
Properties=species:S:1:pos:R:3:lowdin_charge:R:1
C -0.1965 -0.4161 -0.6129 -0.530
O -0.5524 -0.9368 -1.7771 -0.326
C -0.2468 1.1706 -0.4756 -0.207
C -0.4781 1.5971 0.9706 -0.278
C 0.6290 1.1505 1.8911 -0.196
C 1.3615 2.0376 2.6020 -0.027
H 0.7904 -0.7996 -0.2460 0.076
H -0.8740 -0.7323 0.2806 0.098
H 0.6148 1.7341 -0.8144 0.088
H -1.0816 1.4857 -1.1215 0.096
H -1.3520 1.0412 1.3782 0.104
H -0.7301 2.6542 1.1475 0.093
H 1.2196 0.3967 1.3678 0.091
H 1.1441 3.1078 2.5365 0.041
H 1.9557 1.6823 3.4306 0.029
H -0.6343 -3.6524 -2.8356 0.007
H -0.3296 -2.7482 -1.7505 -0.015
O -0.3907 -3.7302 -1.9026 -0.143
```

E   -9456.7345 eV
HOMO   -2.954 eV
Strongest force on any atom   0.0718 hartree/bohr
Charge   -1
HOMO-LUMO gap   6.74 eV



Entry 3:
The following is a quantum chemistry calculation of a cluster of 2 separate species, C5H11O2 in total at a distorted geometry, from the OMol25 dataset.

Structure (XYZ):
```
18
Properties=species:S:1:pos:R:3:lowdin_charge:R:1
C -2.8438 -0.5891 0.6799 -0.256
C -1.4751 -0.9907 0.8825 -0.200
H -3.5382 -0.9360 1.4908 0.058
H -3.1056 0.5152 0.6302 0.077
H -3.3377 -1.0851 -0.1791 0.057
H -0.8051 -0.1587 0.8377 0.038
H -1.1875 -1.6550 0.0287 0.080
H -1.4702 -1.6376 1.8945 0.123
C 1.7023 1.2841 -0.5522 -0.238
C 1.8941 0.4249 -1.6881 -0.194
C 1.7752 0.3606 0.7855 -0.763
O 1.5945 -0.8644 0.5561 -0.117
O 2.1550 0.8318 1.8478 -0.074
H 2.5380 2.0180 -0.4554 0.108
H 0.7769 1.6589 -0.3641 0.052
H 1.2398 0.9357 -2.6067 0.090
H 1.1112 -0.3807 -1.9390 0.080
H 2.9763 0.2680 -1.8491 0.077
```

E   -9457.4861 eV
HOMO   -3.660 eV
Strongest force on any atom   0.1239 hartree/bohr
Charge   -1
HOMO-LUMO gap   7.43 eV



Entry 4:
The following is a quantum chemistry calculation of a cluster of 2 separate species, C5H11O2 in total at a distorted geometry, from the OMol25 dataset.

Structure (XYZ):
```
18
Properties=species:S:1:pos:R:3:lowdin_charge:R:1
C 0.8638 0.2508 -0.9263 -0.231
C 1.9985 0.9034 -1.6131 -0.168
C 0.6035 0.9169 0.5138 -0.692
O 1.6414 0.8321 1.2123 -0.087
O -0.5658 1.3805 0.7209 -0.121
H 0.0419 0.2236 -1.5877 0.060
H 1.1539 -0.8170 -0.9178 0.095
H 1.6640 1.8212 -2.1180 0.067
H 2.5237 0.2817 -2.3895 0.073
H 2.7708 1.3003 -1.0331 0.036
C -1.9224 -1.4953 -0.3702 -0.193
C -2.2909 -2.2083 0.8711 -0.195
H -1.4481 -0.4162 -0.0396 0.096
H -1.0843 -1.8783 -1.0400 0.076
H -2.6570 -1.0606 -0.9430 0.018
H -1.9982 -3.3230 1.0197 0.086
H -3.3237 -2.1568 0.9914 0.028
H -1.7623 -1.8798 1.7396 0.051
```

E   -9458.5110 eV
HOMO   -4.038 eV
Strongest force on any atom   0.1144 hartree/bohr
Charge   -1
HOMO-LUMO gap   8.09 eV



Entry 5:
The following is a quantum chemistry calculation of a cluster of 2 separate species, C5H11O2 in total at a distorted geometry, from the OMol25 dataset.

Structure (XYZ):
```
18
Properties=species:S:1:pos:R:3:mulliken_spin:R:1
C 1.6549 0.8918 0.2050 0.016
C 2.1156 0.3758 1.6684 3.111
H 1.6666 0.0882 -0.5886 -0.059
H 0.6876 1.2723 0.2670 -0.193
H 2.1645 1.7888 -0.2730 0.009
H 2.6765 1.1919 2.2354 -1.128
H 2.6690 -0.5279 1.4310 -0.507
H 1.2059 0.0685 2.2062 -0.276
C -1.1561 -0.9402 -1.0213 -0.092
C -1.7934 -0.7594 0.4283 0.385
C -1.3284 0.2778 -1.9052 0.065
O -2.4976 0.5660 -2.2599 -0.026
O -0.3154 0.9094 -2.1381 -0.043
H -0.0980 -1.1218 -0.9552 0.001
H -1.5575 -1.8867 -1.5450 0.003
H -2.8928 -0.4373 0.2324 0.060
H -1.2115 -0.0942 1.0677 -0.052
H -1.9899 -1.6632 0.9450 -0.273
```

Spin multiplicity   2
E   -9454.8735 eV
HOMO (spin up / spin down)   4.086 / -1.295 eV
Strongest force on any atom   0.0601 hartree/bohr
Charge   -2
HOMO-LUMO gap (spin up / spin down)   2.68 / 7.99 eV



Entry 6:
The following is a quantum chemistry calculation of a cluster of 2 separate species, C5H11O2 in total at a distorted geometry, from the OMol25 dataset.

Structure (XYZ):
```
18
Properties=species:S:1:pos:R:3:mulliken_spin:R:1
C 0.6278 0.0641 1.5355 -0.740
C 1.6489 1.0325 1.0683 0.326
C 1.4340 -1.2460 2.1341 0.107
O 0.5964 -2.1555 2.4211 -0.005
O 2.6360 -1.2721 2.3912 -0.020
H 0.0964 0.3726 2.4285 -0.072
H -0.0281 -0.3663 0.8600 0.355
H 2.4856 1.5071 1.7049 0.083
H 1.2092 1.9236 0.6063 -0.220
H 2.3090 0.5868 0.3032 -0.069
C -1.6034 0.6953 -2.1176 3.770
C -1.6469 -0.7878 -1.7331 0.711
H -0.7144 1.3482 -1.7258 -0.647
H -1.5816 0.9259 -3.2621 -1.298
H -2.5568 1.2049 -1.8751 -0.371
H -0.7446 -1.4280 -2.0761 -0.032
H -1.5882 -1.0323 -0.6284 -0.188
H -2.5792 -1.3730 -2.0348 -0.692
```

Spin multiplicity   2
E   -9454.9212 eV
HOMO (spin up / spin down)   3.765 / -1.226 eV
Strongest force on any atom   0.0988 hartree/bohr
Charge   -2
HOMO-LUMO gap (spin up / spin down)   2.84 / 7.74 eV



These records have relative energy (zero: lowest compared OMol25 entry of this formula, charge and spin) values of 36.8; 76.0; 58.6; 35.0; 27.7; 26.6 kcal per mole, in the order they appear.